(1)
Density functional theory data (wB97M-V/def2-TZVPD) for 4 unconnected molecules or ions with the total composition C24H51Cl2N8O.

Computed properties:
Gap between HOMO and LUMO (hartree): 0.202

```
! RIJCOSX wB97M-V def2-TZVPD def2/J DEFGRID3
* xyz 1 1
C 1.50014 -0.65533 1.17483
C 1.24663 0.28078 -0.05141
Cl 0.11113 -0.36154 -1.25786
C 1.83804 1.49817 -0.20151
Cl 1.52040 2.56321 -1.57895
C 2.82602 1.92668 0.88231
N 4.04475 1.29297 0.83755
C 4.70074 1.84443 1.95142
N 5.95267 1.45892 2.25042
N 3.87803 2.74819 2.56270
N 4.15035 3.49598 3.72801
C 3.55913 2.85690 4.68197
O 2.79761 2.43495 5.43995
N 2.69015 2.81436 1.91682
H 1.33735 -1.71081 0.86571
H 0.85222 -0.34025 2.03269
H 2.55308 -0.58994 1.54582
H 6.64588 1.54492 1.50662
H 6.26091 1.03674 3.11868
H 1.86599 3.37947 2.12086
C 0.66375 -5.43827 3.72477
C 1.90873 -5.58399 2.85997
N 2.64713 -4.34160 2.67750
C 3.67973 -4.43000 1.65148
C 4.85250 -5.38251 1.89349
C 3.04290 -3.64914 3.89726
C 3.92752 -4.40583 4.89130
H -0.01027 -4.67919 3.32135
H 0.12336 -6.38619 3.75368
H 0.90841 -5.17495 4.75574
H 1.57896 -5.93729 1.87829
H 2.53974 -6.37740 3.28212
H 4.07531 -3.42722 1.45319
H 3.19229 -4.72731 0.71643
H 5.56110 -4.97446 2.61528
H 5.40376 -5.53253 0.96237
H 4.52852 -6.36384 2.24159
H 2.13635 -3.33265 4.42276
H 3.53817 -2.70766 3.63214
H 3.60431 -5.43712 5.03891
H 3.89256 -3.91152 5.86581
H 4.97196 -4.41191 4.57945
C -4.01738 -0.71997 -6.26218
C -3.30715 0.16840 -5.24968
N -1.86463 -0.02383 -5.20853
C -1.23107 0.63130 -4.07411
C -1.28301 2.15988 -4.00849
C -1.16601 0.11639 -6.47938
C -1.29099 1.45000 -7.22061
H -3.80352 -1.77513 -6.07944
H -5.09696 -0.57702 -6.18319
H -3.73438 -0.47960 -7.28862
H -3.71681 -0.07547 -4.26394
H -3.57605 1.21490 -5.44986
H -0.18606 0.31123 -4.01201
H -1.69782 0.24002 -3.16281
H -0.57893 2.61672 -4.70541
H -0.99866 2.49626 -3.00792
H -2.27944 2.55347 -4.21286
H -1.51065 -0.67701 -7.14871
H -0.10460 -0.10482 -6.32926
H -2.31177 1.83622 -7.21999
H -0.99335 1.31995 -8.26402
H -0.63329 2.21032 -6.79858
C -5.91053 2.14752 -0.04611
C -4.43729 1.90817 0.25484
N -3.60099 3.08644 0.07362
C -2.17895 2.78977 0.11057
C -1.59081 2.26356 1.42474
C -4.00927 4.27768 0.80656
C -4.10203 4.18201 2.33188
H -6.04864 2.53024 -1.05932
H -6.45987 1.20764 0.03620
H -6.36425 2.84897 0.65646
H -4.09063 1.12917 -0.43213
H -4.34795 1.49350 1.26896
H -1.61750 3.67930 -0.19537
H -1.97379 2.04881 -0.67102
H -1.47693 3.06059 2.16269
H -0.59130 1.85511 1.24340
H -2.19302 1.46729 1.86415
H -4.98426 4.59542 0.42713
H -3.34045 5.10384 0.54553
H -4.57905 3.25901 2.66617
H -4.69748 5.01328 2.71687
H -3.12052 4.25427 2.80223
*
```



(2)
Density functional theory data (wB97M-V/def2-TZVPD) for a molecular structure, C27H29FIrN3OSTe.

Computed properties:
ΔE to the lowest compared entry with this formula, charge and spin (kJ/mol): 136.4
Gap between HOMO and LUMO (alpha / beta) (hartree): 0.231 / 0.214

```
! RIJCOSX wB97M-V def2-TZVPD def2/J DEFGRID3
* xyz 0 1
Ir 0.26856 -0.13176 -0.34506
C -4.26442 -1.21563 -0.50081
C -2.98256 -0.55160 -0.91246
O -2.00151 -0.59897 -0.17383
N -2.99168 0.12366 -2.07537
C -1.78566 0.70648 -2.66421
C -0.87312 -0.33965 -3.24142
C -1.11207 -0.90470 -4.48143
C -0.27830 -1.89319 -4.97154
C 0.78710 -2.29514 -4.17006
C 0.95778 -1.70612 -2.94225
N 0.15021 -0.74505 -2.46696
H -4.77170 -0.57418 0.22111
H -4.03871 -2.16080 -0.01226
H -4.92971 -1.38967 -1.34504
H -3.76287 -0.04350 -2.69906
H -1.26083 1.25492 -1.88010
H -2.11099 1.40426 -3.43417
H -1.94839 -0.54611 -5.06967
H -0.42922 -2.31905 -5.95323
H 1.47367 -3.05944 -4.50437
H 1.77913 -1.97898 -2.29437
C 0.90516 -0.08822 3.27377
N -0.35740 -0.30594 2.58145
C -1.14430 -1.31070 3.27686
C -1.13608 0.91689 2.50179
C -0.45344 2.00327 1.72422
C -0.64020 3.30928 2.17221
C -0.09770 4.38638 1.49285
C 0.67092 4.15125 0.36645
C 0.87260 2.84980 -0.07247
C 0.29751 1.74177 0.56230
H 0.74746 0.22926 4.31729
H 1.47888 0.68073 2.75810
H 1.47597 -1.01847 3.27692
H -1.36925 -1.00010 4.31008
H -0.60335 -2.25471 3.30887
H -2.08034 -1.46406 2.73947
H -1.37684 1.29190 3.51100
H -2.07787 0.67248 2.00270
H -1.23296 3.47950 3.06496
H -0.27374 5.39623 1.84209
H 1.12430 4.97671 -0.16898
H 1.49812 2.70110 -0.94375
Te -0.08884 -2.82370 0.10210
C 1.60888 -3.95318 0.56361
C 1.64898 -5.00285 1.44360
C 2.92291 -5.61479 1.53771
C 3.84456 -5.03554 0.72161
S 3.15865 -3.74117 -0.17189
H 0.77672 -5.31812 1.99961
H 3.14294 -6.44476 2.19426
H 4.88496 -5.29065 0.59763
F 6.33605 0.38040 -1.41661
C 5.01149 0.32347 -1.13832
C 4.59272 -0.22481 0.05376
C 3.23038 -0.29268 0.32198
C 2.27409 0.16678 -0.58121
C 2.75255 0.74267 -1.76515
C 4.10834 0.82303 -2.05479
H 5.31722 -0.61097 0.75946
H 2.91762 -0.73341 1.26012
H 2.05917 1.13246 -2.50251
H 4.45812 1.27012 -2.97659
*
```



(3)
Density functional theory data (wB97M-V/def2-TZVPD) for a molecular structure, C3H8CsO.

Computed properties:
ΔE to the lowest compared entry with this formula, charge and spin (kJ/mol): 12.2
Gap between HOMO and LUMO (hartree): 0.384

```
! RIJCOSX wB97M-V def2-TZVPD def2/J DEFGRID3
* xyz 1 1
Cs -8.74683 -25.23840 21.58282
C -5.52039 -26.39810 24.75855
C -5.88909 -24.94031 24.49576
C -4.76302 -24.01004 24.90241
O -6.24763 -24.75198 23.11300
H -4.63567 -26.69866 24.19400
H -6.37588 -27.04297 24.55882
H -5.24482 -26.54781 25.80277
H -6.75193 -24.74455 25.14292
H -3.86094 -24.20431 24.30861
H -4.44362 -24.28686 25.90829
H -4.97366 -22.94314 24.84416
H -5.87339 -23.89408 22.88070
*
```



(4)
Density functional theory data (wB97M-V/def2-TZVPD) for a molecular structure, C17H36BBr2N5OP2SiTa.

Computed properties:
ΔE to the lowest compared entry with this formula, charge and spin (kJ/mol): 322.8
Gap between HOMO and LUMO (hartree): 0.204

```
! RIJCOSX wB97M-V def2-TZVPD def2/J DEFGRID3
* xyz 3 1
Ta -0.55807 -0.06420 0.25208
Br -2.16792 -1.51888 2.49680
C -3.72067 -2.04409 1.45899
Br -3.15184 -2.13819 -0.37762
H -4.49231 -1.28387 1.56316
H -4.05634 -3.02078 1.80076
C 3.07930 -0.46712 1.62530
P 1.36387 -1.04030 1.91914
C 1.28058 -2.57160 2.92192
C 1.03335 0.06376 3.40043
C 1.19865 1.54988 3.12442
P 0.02320 2.13566 1.84063
C -1.36927 2.81622 2.80053
C 0.85580 3.58605 1.11556
H 3.61706 -0.42747 2.57321
H 3.04856 0.53366 1.19513
H 3.61702 -1.10843 0.93899
H 2.21839 -2.66084 3.47031
H 1.12065 -3.46308 2.32769
H 0.46766 -2.47164 3.63886
H 1.74170 -0.23552 4.18020
H 0.03148 -0.13934 3.79359
H 2.21690 1.76719 2.80135
H 1.02554 2.12372 4.03936
H -0.99215 3.64642 3.39981
H -1.80184 2.05858 3.45390
H -2.14155 3.19682 2.13317
H 1.44586 4.07161 1.89434
H 0.11916 4.29341 0.74102
H 1.51258 3.29857 0.29701
N 0.46619 -3.20609 -3.14572
C -0.61345 -2.52482 -3.61163
C -0.96627 -1.66978 -2.61785
N -0.12020 -1.81818 -1.54495
C 0.75228 -2.77191 -1.89890
C 1.83639 -3.30949 -1.12342
N 2.18929 -2.92081 0.08937
C 3.25177 -3.70058 0.43986
C 3.54465 -4.57397 -0.56749
N 2.64779 -4.31393 -1.55097
H 0.93919 -3.93349 -3.66040
H -1.02515 -2.69428 -4.58746
H -1.78602 -0.98016 -2.60398
H 3.75194 -3.60027 1.38233
H 4.29925 -5.33309 -0.64625
H 2.61125 -4.81406 -2.42666
B -4.42020 2.39913 0.27237
C -3.28293 1.47484 0.36290
N -2.31926 0.77987 0.43979
H -4.99492 2.47592 1.30838
H -3.91871 3.42248 -0.10207
H -5.15447 2.04677 -0.59672
C -1.99780 1.51264 -3.10029
Si -0.19770 1.86794 -2.58236
C 1.16385 1.17840 -3.69696
C -0.09886 3.70982 -2.15787
O -0.04129 0.98806 -1.12789
H -2.44810 2.42184 -3.49385
H -2.61203 1.18072 -2.26344
H -2.06418 0.77695 -3.89791
H 1.48569 1.94983 -4.39258
H 0.81525 0.33084 -4.28344
H 2.03868 0.85643 -3.13485
H -0.42941 4.26884 -3.03092
H 0.90275 4.06370 -1.92464
H -0.77062 3.97374 -1.34359
*
```